*w*
18
Properties=species:S:1:pos:R:3 method="wB97M-V/def2-TZVPD" lumo_ev=0.811 charge=0
C -0.466 -2.123 -0.879
C -1.932 -1.926 -1.247
O -2.813 -3.033 -1.047
H 0.010 -2.738 -1.653
H 0.122 -1.213 -0.731
H -0.398 -2.658 0.071
H -2.157 -1.592 -2.283
H -2.248 -1.020 -0.712
H -3.356 -3.051 -1.839
C 2.921 2.522 1.359
C 1.415 2.452 1.612
O 0.776 2.105 0.320
H 2.958 3.109 0.436
H 3.490 3.103 2.090
H 3.398 1.569 1.107
H 0.838 3.321 1.919
H 1.219 1.555 2.224
H 1.222 1.266 0.191

***

*x*
18
Properties=species:S:1:pos:R:3 method="wB97M-V/def2-TZVPD" lumo_ev=0.692 charge=0
C 1.345 -0.131 2.168
C 0.818 -0.258 0.741
C -0.723 -0.150 0.642
C -1.213 0.441 -0.659
O -2.460 1.107 -0.428
H 0.663 0.415 2.816
H 2.263 0.439 2.218
H 1.588 -1.076 2.670
H 1.231 0.521 0.108
H 1.107 -1.242 0.345
H -1.187 -1.128 0.808
H -1.107 0.440 1.490
H -1.331 -0.372 -1.378
H -0.496 1.150 -1.060
H -2.851 1.328 -1.276
O 1.022 -0.249 -3.256
H 0.093 -0.434 -3.458
H 1.238 -0.803 -2.491

***

*y*
18
Properties=species:S:1:pos:R:3 method="wB97M-V/def2-TZVPD" lumo_ev=0.636 charge=0
C -0.269 0.142 -3.283
C 0.250 -0.544 -2.052
C 0.983 0.016 -1.102
C 1.350 -0.664 0.190
H 0.070 -0.378 -4.177
H 0.080 1.170 -3.301
H -1.356 0.020 -3.344
H -0.156 -1.538 -1.901
H 1.284 1.043 -1.274
H 2.432 -0.558 0.324
H 1.056 -1.708 0.152
H 0.866 -0.157 1.031
O -0.942 1.700 2.386
H -1.693 1.362 1.881
H -1.218 2.518 2.822
O -1.239 -0.826 4.128
H -0.649 -1.536 3.848
H -0.846 -0.063 3.672

***

*z*
18
Properties=species:S:1:pos:R:3 method="wB97M-V/def2-TZVPD" lumo_ev=0.771 charge=0
C 1.825 0.669 1.487
C 1.198 -0.243 0.427
C 0.181 0.437 -0.489
C -0.275 -0.536 -1.565
O -1.071 0.195 -2.492
H 1.222 0.769 2.375
H 2.838 0.367 1.738
H 1.910 1.668 1.060
H 0.736 -1.126 0.873
H 2.021 -0.676 -0.164
H 0.553 1.341 -0.970
H -0.696 0.635 0.133
H 0.586 -0.985 -2.079
H -0.893 -1.350 -1.164
H -1.269 -0.359 -3.252
O -3.100 -0.388 1.706
H -3.171 0.489 1.309
H -2.597 -0.908 1.065

***

Least stable = *w*

***

*w*
18
Properties=species:S:1:pos:R:3 method="wB97M-V/def2-TZVPD" lumo_ev=0.753 charge=0
C 2.538 1.285 -0.359
C 1.206 1.127 0.360
C 1.027 0.049 1.123
C -0.251 -0.212 1.845
H 2.664 2.292 -0.746
H 3.313 0.947 0.325
H 2.564 0.605 -1.202
H 0.382 1.805 0.187
H 1.855 -0.646 1.231
H -0.304 -1.271 2.114
H -0.231 0.369 2.784
H -1.180 0.116 1.394
O 0.484 -5.213 -1.679
H -0.356 -4.948 -2.090
H 0.356 -5.142 -0.738
O -4.737 2.539 -1.398
H -3.936 3.108 -1.504
H -5.394 3.191 -1.648

***

*x*
18
Properties=species:S:1:pos:R:3 method="wB97M-V/def2-TZVPD" lumo_ev=0.986 charge=0
C 1.784 -4.250 -0.975
C 1.008 -5.570 -0.844
O 0.358 -5.729 0.378
H 2.226 -4.115 -1.977
H 2.599 -4.269 -0.231
H 1.132 -3.387 -0.759
H 0.170 -5.635 -1.565
H 1.691 -6.417 -1.045
H -0.516 -6.162 0.285
C -1.248 4.744 -0.225
C -0.840 5.135 1.175
O -1.987 5.588 1.907
H -1.954 3.906 -0.098
H -0.427 4.415 -0.883
H -1.777 5.579 -0.713
H -0.292 4.321 1.687
H -0.143 5.988 1.057
H -1.784 5.858 2.827

***

Least stable = *w*